13
Properties=species:S:1:pos:R:3:mulliken_charge:R:1 method="wB97M-V/def2-TZVPD" total_charge=0 gap_ev=9.54 homo_energy_ha=-0.35528
C 1.297 0.516 -0.781 -0.71
N -0.014 0.122 -0.305 -0.06
C -0.579 -0.970 -0.003 0.68
C -0.302 0.938 1.422 0.56
O -0.106 -1.550 -1.699 -0.71
O -1.399 0.646 2.118 -0.42
O -1.486 -1.527 0.527 -0.55
O 0.503 1.758 1.749 -0.41
H -1.808 -0.185 1.802 0.41
H -0.968 -1.638 -2.140 0.27
H 1.511 1.513 -0.391 0.35
H 2.064 -0.174 -0.430 0.30
H 1.285 0.549 -1.868 0.29

---

49
Properties=species:S:1:pos:R:3:mulliken_charge:R:1 method="wB97M-V/def2-TZVPD" total_charge=0 gap_ev=9.06 homo_energy_ha=-0.30656
C -0.290 0.688 1.547 0.06
C -1.517 0.054 2.200 -0.35
C -2.677 0.791 1.910 -0.37
C -3.924 0.191 1.944 -0.56
C -4.019 -1.085 2.533 -0.39
C -2.896 -1.803 2.940 -0.95
C -1.614 -1.214 2.797 0.09
C 1.008 0.042 2.080 0.27
C 1.995 0.786 2.728 -0.07
C 3.225 0.226 3.130 -0.70
C 3.450 -1.135 2.867 -0.38
C 2.515 -1.906 2.148 -0.97
C 1.283 -1.325 1.802 -0.30
H -0.254 1.754 1.716 0.62
H -2.580 1.848 1.615 0.33
H -4.796 0.752 1.586 0.40
H -5.002 -1.533 2.632 0.36
H -2.966 -2.774 3.448 0.39
H -0.716 -1.745 3.112 0.64
H 1.831 1.848 2.938 0.36
H 3.974 0.799 3.706 0.38
H 4.361 -1.616 3.201 0.40
H 2.664 -2.976 1.909 0.37
H 0.497 -1.912 1.303 0.48
C 3.524 3.078 -0.837 -1.33
C 2.919 1.724 -0.624 0.29
O 1.423 1.901 -0.614 -0.37
C 0.796 0.704 -0.721 0.00
C -0.568 0.765 -0.049 0.20
S -1.641 -0.319 -0.927 0.53
C -1.384 -0.496 -2.726 0.14
C -0.477 -1.491 -3.176 -0.17
C -0.444 -1.913 -4.501 -0.78
C -1.305 -1.334 -5.449 -0.28
C -2.172 -0.321 -5.046 -0.52
C -2.226 0.080 -3.693 -0.25
O -2.962 0.402 -0.998 -0.65
O 1.276 -0.239 -1.318 -0.58
H 4.534 2.978 -0.464 0.40
H 3.609 3.322 -1.903 0.33
H 3.013 3.888 -0.308 0.31
H 3.202 1.025 -1.429 0.27
H 3.165 1.290 0.370 -0.01
H -1.057 1.710 -0.400 0.57
H 0.159 -2.013 -2.470 0.35
H 0.212 -2.723 -4.810 0.36
H -1.281 -1.679 -6.494 0.35
H -2.856 0.128 -5.788 0.34
H -3.012 0.778 -3.420 0.40

---

39
Properties=species:S:1:pos:R:3:mulliken_charge:R:1 method="wB97M-V/def2-TZVPD" total_charge=0 gap_ev="3.78 / 3.63" homo_energy_ha="-0.17770 / -0.16516"
C 0.309 -1.441 -2.628 0.08
C 0.003 1.879 -2.895 -0.28
C -0.908 -1.468 -3.514 -0.91
H 0.787 -2.419 -2.833 0.17
C -1.119 1.635 -2.206 -0.45
H 0.445 2.883 -2.845 0.35
H -1.148 -2.418 -3.986 0.38
H -1.449 2.364 -1.454 0.34
C -1.847 -0.383 -3.633 -0.92
H -2.815 -0.854 -3.888 0.39
H -1.622 0.292 -4.474 0.35
C 1.350 -0.336 -2.921 0.11
H 2.151 -0.790 -3.526 0.29
H 1.859 0.020 -1.999 -0.15
C 0.832 0.903 -3.687 -0.98
H 0.324 0.583 -4.606 0.39
H 1.720 1.468 -4.022 0.39
C -2.048 0.469 -2.334 -0.55
H -3.084 0.847 -2.349 0.41
H -1.994 -0.183 -1.447 0.21
Sr 1.948 -1.441 0.298 2.13
H 0.212 -1.474 -1.378 -0.40
Cl 0.008 -4.119 4.245 -0.19
C 0.040 -2.421 4.197 0.12
C -0.453 -1.634 5.237 -0.47
C -0.390 -0.239 5.193 0.51
Cl -1.032 0.662 6.499 -0.26
C 0.201 0.458 4.091 0.16
C 0.263 1.855 3.920 -0.49
C 0.834 2.395 2.781 -0.74
C 1.383 1.557 1.808 -0.23
N 1.322 0.214 1.940 -1.07
C 0.746 -0.342 3.051 0.16
C 0.584 -1.787 3.056 0.83
O 0.894 -2.484 1.999 -1.34
H -0.900 -2.128 6.091 0.44
H -0.155 2.493 4.697 0.40
H 0.870 3.472 2.624 0.38
H 1.878 1.914 0.900 0.43

---

In the order shown, the computed E_tot values come out to -12868.8661 -41183.3513 -47319.7490 eV.
In the order shown, the computed energy relative to the best compared isomer or geometry (same formula, charge and spin) values come out to 92.5 0.0 4.4 kcal/mol.